(1)
Formula: C57H55N5O7PSc
Source: OMol25
Level of theory: ωB97M-V with the def2-TZVPD basis set

## Properties
molar mass = 998.02 Da
HOMO = -0.843 eV
electronic energy = -4108.04745 hartree
largest force on an atom = 0.68 eV Å⁻¹
orbital gap = 5.11 eV
lowest unoccupied orbital energy = 4.26 eV
energy relative to the best compared isomer or geometry (same formula, charge and spin) = 0.0 kJ/mol
charge = -2

Element x y z (Å)
Sc1 -0.4178 0.5750 0.2724
C1 7.0095 -1.5682 1.3735
C2 5.9396 -2.3085 0.8857
C3 4.6777 -1.7370 0.7925
C4 4.4693 -0.4162 1.1899
C5 5.5466 0.3205 1.6733
C6 6.8089 -0.2515 1.7671
C7 3.1013 0.1645 1.0713
C8 2.8566 0.9623 -0.0915
C9 3.8207 1.4032 -1.0136
C10 3.1222 2.0602 -2.0266
C11 1.7667 1.9622 -1.6806
N1 1.6059 1.3331 -0.5048
C12 0.5790 2.4210 -2.5125
C13 -0.3983 3.2811 -1.7108
C14 -1.0644 4.4470 -2.1097
C15 -2.0318 4.6841 -1.1378
C16 -1.9184 3.6391 -0.2042
C17 -2.7798 3.4379 0.9172
C18 -3.9926 4.3036 0.9597
C19 -4.1363 5.3361 1.8824
C20 -5.2830 6.1205 1.8965
C21 -6.3021 5.8818 0.9851
C22 -6.1657 4.8541 0.0586
C23 -5.0183 4.0745 0.0425
C24 -2.6288 2.5007 1.8926
N2 -1.5906 1.5827 2.0023
C25 -1.7994 0.9103 3.1551
C26 -0.9434 -0.0512 3.7195
C27 -1.3658 -0.8008 4.9271
C28 -1.4624 -2.1958 4.8823
C29 -1.8247 -2.9322 6.0013
C30 -2.1144 -2.2907 7.1987
C31 -2.0273 -0.9059 7.2625
C32 -1.6506 -0.1743 6.1441
C33 0.3497 -0.2933 3.2175
C34 1.3685 -1.0565 3.9292
C35 2.4972 -0.9777 3.1957
C36 2.1920 -0.1789 2.0268
N3 0.8555 0.2056 2.0784
C37 -3.0502 1.3428 3.7730
C38 -3.5498 2.3244 2.9969
N4 -0.9126 2.7850 -0.5642
C39 1.1444 3.0874 -3.7563
C40 1.4371 2.3607 -4.9074
C41 2.0840 2.9518 -5.9837
C42 2.4706 4.2829 -5.9262
C43 2.2182 5.0072 -4.7692
C44 1.5725 4.4115 -3.6959
H1 7.9948 -2.0144 1.4452
H2 6.0870 -3.3354 0.5713
H3 3.8337 -2.3009 0.4079
H4 5.3825 1.3477 1.9773
H5 7.6387 0.3320 2.1502
H6 4.8873 1.2485 -0.9492
H7 3.5390 2.5150 -2.9119
H8 -0.8894 5.0270 -3.0011
H9 -2.7386 5.4994 -1.1043
H10 -3.3357 5.5146 2.5906
H11 -5.3803 6.9210 2.6211
H12 -7.1980 6.4918 0.9957
H13 -6.9598 4.6578 -0.6524
H14 -4.8968 3.2643 -0.6684
H15 -1.2472 -2.6930 3.9432
H16 -1.8896 -4.0124 5.9346
H17 -2.4021 -2.8629 8.0731
H18 -2.2408 -0.3922 8.1936
H19 -1.5614 0.9039 6.2055
H20 1.2301 -1.5505 4.8783
H21 3.4641 -1.3998 3.4224
H22 -3.4783 0.9369 4.6755
H23 -4.4607 2.8841 3.1417
H24 1.1736 1.3131 -4.9627
H25 2.2978 2.3603 -6.8663
H26 2.9774 4.7451 -6.7649
H27 2.5386 6.0399 -4.6924
H28 1.4182 4.9697 -2.7827
N5 -4.6383 -1.1982 -1.4169
C45 -4.0003 -0.2419 -0.6387
O1 -3.8561 0.8913 -1.0645
C46 -3.5140 -0.7441 0.6951
C47 -2.0074 -1.0558 0.5795
H29 -4.6795 -0.9685 -2.3978
H30 -4.3958 -2.1549 -1.2125
H31 -4.1175 -1.6264 0.9595
H32 -3.7299 0.0196 1.4443
H33 -1.8918 -1.7521 -0.2613
H34 -1.6770 -1.5957 1.4774
C48 -2.0145 0.2586 -4.0801
O2 -0.9490 1.2224 -3.9841
C49 -0.3699 1.2593 -2.7855
O3 -0.7155 0.4780 -1.9248
H35 -2.3564 0.3146 -5.1100
H36 -2.8050 0.5289 -3.3789
H37 -1.6519 -0.7402 -3.8364
C50 0.7037 -5.7854 -0.7013
C51 0.0569 -4.9237 0.3804
C52 0.3956 -5.4602 1.7671
C53 -1.4594 -4.8664 0.2028
O4 0.6176 -3.6094 0.3702
P1 0.6551 -2.6083 -0.8965
O5 0.7216 -1.2390 -0.3115
O6 -0.3291 -2.9744 -1.9516
O7 2.1607 -2.9840 -1.4260
C54 2.6013 -2.6177 -2.7457
C55 2.1525 -3.6980 -3.7296
C56 4.1217 -2.5780 -2.6511
C57 2.0779 -1.2447 -3.1603
H38 0.3155 -6.8070 -0.6578
H39 1.7872 -5.8056 -0.5667
H40 0.4840 -5.3656 -1.6842
H41 0.0125 -6.4759 1.8940
H42 -0.0510 -4.8142 2.5250
H43 1.4776 -5.4625 1.9116
H44 -1.8886 -5.8601 0.3642
H45 -1.7046 -4.5059 -0.7953
H46 -1.8815 -4.1714 0.9334
H47 2.5720 -4.6624 -3.4326
H48 2.4973 -3.4651 -4.7415
H49 1.0641 -3.7576 -3.7186
H50 4.4998 -3.5394 -2.2937
H51 4.4365 -1.7945 -1.9595
H52 4.5532 -2.3693 -3.6336
H53 0.9911 -1.2720 -3.2588
H54 2.5214 -0.9715 -4.1221
H55 2.3575 -0.4926 -2.4217

---

(2)
Formula: C3H2ClNOS2
Source: OMol25
Level of theory: ωB97M-V with the def2-TZVPD basis set

## Properties
molar mass = 167.64 Da
HOMO = -9.701 eV
electronic energy = -1501.96139 hartree
largest force on an atom = 3.85 eV Å⁻¹
orbital gap = 8.65 eV
lowest unoccupied orbital energy = -1.05 eV
energy relative to the best compared isomer or geometry (same formula, charge and spin) = 342.7 kJ/mol
charge = 0

Element x y z (Å)
C1 1.2066 0.3014 0.3944
C2 0.2956 0.6345 -0.5142
C3 1.3342 -2.1974 1.1181
N1 1.3626 -1.0829 0.7780
O1 -1.3317 0.0782 -2.5409
S1 -2.4620 -0.2245 0.0965
S2 -0.7871 -0.5152 -1.3139
Cl1 -1.5381 0.3589 1.8212
H1 1.6690 0.9745 1.0239
H2 0.2510 1.6727 -0.8630

---

(3)
Formula: C13H16Br2N2O2Rh
Source: OMol25
Level of theory: ωB97M-V with the def2-TZVPD basis set

## Properties
molar mass = 495.00 Da
HOMO (alpha / beta) = -18.599 / -18.554 eV
electronic energy = -6022.36930 hartree
largest force on an atom = 2.01 eV Å⁻¹
multiplicity = 5
orbital gap (alpha / beta) = 7.98 / 3.85 eV
lowest unoccupied orbital energy (alpha / beta) = -10.61 / -14.71 eV
charge = +3

Element x y z (Å)
Rh1 0.2426 0.2611 -0.7405
O1 2.6504 -4.6060 -3.8103
C1 1.9411 -3.7064 -3.2159
C2 0.5281 -3.6613 -3.1506
C3 -0.0908 -2.6349 -2.4688
N1 0.5923 -1.6419 -1.8768
C4 1.9318 -1.6716 -1.9617
Br1 2.7661 -0.1297 -1.1340
C5 2.6549 -2.6485 -2.5757
H1 2.1915 -5.3188 -4.2920
H2 -0.0673 -4.4303 -3.6237
H3 -1.1709 -2.6176 -2.3913
H4 3.7339 -2.6426 -2.6184
C6 -3.5878 3.2557 2.6843
C7 -2.6332 3.1985 1.5758
C8 -2.3420 4.3221 0.7853
C9 -1.4881 4.2283 -0.2970
C10 -0.9235 2.9878 -0.5542
Br2 0.2350 2.6234 -2.0284
N2 -1.1496 1.9059 0.2038
C11 -1.9700 1.9925 1.2306
H5 -3.8541 4.2827 2.9373
H6 -3.2280 2.7214 3.5684
H7 -4.5259 2.7420 2.4235
H8 -2.8016 5.2709 1.0254
H9 -1.2703 5.0845 -0.9201
H10 -2.1363 1.0922 1.8099
C12 2.3784 -1.4890 2.1308
C13 1.1518 -0.6619 2.4197
O2 0.1292 -0.7382 1.4281
H11 2.9417 -1.6667 3.0476
H12 3.0662 -0.9583 1.4630
H13 2.1161 -2.4461 1.6808
H14 1.3868 0.3973 2.5657
H15 0.6988 -1.0191 3.3639
H16 -0.0974 -1.6772 1.3155

---

(4)
Formula: C6H4
Source: OMol25
Level of theory: ωB97M-V with the def2-TZVPD basis set

## Properties
molar mass = 76.10 Da
HOMO = -9.066 eV
electronic energy = -230.86661 hartree
largest force on an atom = 2.51 eV Å⁻¹
orbital gap = 9.39 eV
lowest unoccupied orbital energy = 0.32 eV
energy relative to the best compared isomer or geometry (same formula, charge and spin) = 26.5 kJ/mol
charge = 0
SMILES string = C#CC#CC=C

Element x y z (Å)
C1 2.4546 0.4676 -0.0159
C2 1.5307 -0.4723 -0.0031
C3 0.1253 -0.4362 -0.1038
C4 -1.0704 -0.3096 -0.0554
C5 -2.4620 -0.1667 0.0456
C6 -3.6211 0.2053 -0.0011
H1 3.5764 0.2133 0.1950
H2 2.1938 1.5246 -0.0884
H3 1.9116 -1.4847 0.0780
H4 -4.6388 0.4588 -0.0509

---

(5)
Formula: C32H32B2IN4NdO6S3
Source: OMol25
Level of theory: ωB97M-V with the def2-TZVPD basis set

## Properties
molar mass = 957.60 Da
HOMO (alpha / beta) = -1.819 / -1.829 eV
electronic energy = -4012.82919 hartree
largest force on an atom = 2.95 eV Å⁻¹
multiplicity = 4
orbital gap (alpha / beta) = 4.98 / 4.99 eV
lowest unoccupied orbital energy (alpha / beta) = 3.16 / 3.16 eV
energy relative to the best compared isomer or geometry (same formula, charge and spin) = 0.0 kJ/mol
charge = -2

Element x y z (Å)
Nd1 -0.4008 -1.0531 0.5672
O1 -4.1573 -0.8920 2.4639
C1 -3.5959 -0.7440 1.3794
O2 -2.3721 -0.3974 1.2716
C2 -4.4454 -0.7803 0.1194
C3 -5.7984 -0.4602 0.2326
C4 -6.6211 -0.3250 -0.8937
C5 -6.0872 -0.5931 -2.1465
C6 -4.7711 -0.9915 -2.2661
C7 -3.9343 -1.1764 -1.1649
S1 -2.3063 -1.7960 -1.4697
H1 -6.1471 -0.2770 1.2375
H2 -7.6833 -0.0179 -0.7475
H3 -6.6847 -0.4977 -3.0674
H4 -4.3033 -1.1301 -3.2229
C8 -1.5851 -2.3656 4.3710
N1 -0.3725 -3.1340 4.1213
C9 0.6588 -3.3255 4.9897
C10 1.5517 -4.1088 4.3533
N2 1.1480 -4.3133 3.0644
B1 2.2125 -4.8066 1.9454
N3 1.3813 -5.2438 0.6549
C11 0.6946 -6.4460 0.5520
C12 -0.0968 -6.4009 -0.5206
N4 0.1131 -5.2044 -1.1114
C13 -0.5306 -4.7706 -2.3328
C14 0.9915 -4.4995 -0.3909
S2 1.5815 -3.0006 -0.8852
C15 -0.0563 -3.6929 2.9272
S3 -1.1608 -3.7274 1.6298
H5 -1.8559 -2.4595 5.4118
H6 -2.3828 -2.8003 3.7610
H7 -1.4127 -1.3431 4.0010
H8 0.6909 -2.9130 5.9865
H9 2.5167 -4.5278 4.6560
H10 2.9498 -3.9544 1.6113
H11 2.8275 -5.8091 2.3583
H12 0.7277 -7.1357 1.4020
H13 -0.8711 -7.0557 -0.8979
H14 -0.7546 -5.6736 -2.9257
H15 0.1077 -4.0881 -2.8668
H16 -1.4702 -4.1977 -2.0940
C16 0.6505 5.3737 -5.9664
C17 0.3201 6.0002 -4.6092
C18 1.1000 7.3147 -4.5609
C19 -1.1697 6.4187 -4.5973
C20 0.6594 5.0224 -3.5121
C21 1.7587 5.1861 -2.6347
C22 2.1053 4.2299 -1.6553
C23 1.3310 3.1099 -1.5794
O3 1.5136 1.9864 -0.8040
B2 0.4424 1.1015 -1.0955
O4 -0.3476 1.7566 -2.1074
C24 0.2360 2.9243 -2.3643
C25 -0.1695 3.8660 -3.3282
H17 0.2881 5.9619 -6.7629
H18 0.1966 4.4097 -6.1010
H19 1.7332 5.3175 -6.1369
H20 0.7012 8.0155 -5.2953
H21 2.1584 7.1720 -4.7761
H22 1.0595 7.6784 -3.5298
H23 -1.3671 6.9253 -5.5442
H24 -1.4434 7.0823 -3.7637
H25 -1.8744 5.6143 -4.5349
H26 2.3619 6.1257 -2.7489
H27 3.0023 4.2801 -1.1008
H28 -1.0306 3.7035 -3.8962
I1 6.5055 0.2525 6.3281
C26 4.8760 0.1872 5.1428
C27 4.3886 -1.0411 4.7107
C28 3.2786 -0.9885 3.9108
C29 2.6881 0.1806 3.4614
C30 3.1058 1.3897 3.9862
C31 4.1949 1.3916 4.8363
C32 1.5139 -0.0591 2.5534
O5 0.7762 0.8164 2.0732
O6 1.2417 -1.2911 2.4133
H29 4.9041 -1.9224 4.9795
H30 2.9002 -1.9343 3.5497
H31 2.5432 2.3006 3.7393
H32 4.5716 2.2710 5.2562

---

(6)
Formula: C10H22O3PS
Source: OMol25
Level of theory: ωB97M-V with the def2-TZVPD basis set

## Properties
molar mass = 253.32 Da
HOMO = -13.439 eV
electronic energy = -1359.25544 hartree
largest force on an atom = 0.38 eV Å⁻¹
orbital gap = 10.17 eV
lowest unoccupied orbital energy = -3.27 eV
charge = +1

Element x y z (Å)
C1 0.2269 3.0307 0.8292
C2 -0.3933 2.2666 -0.3462
C3 -1.3402 3.1208 -1.1865
C4 0.7155 1.6938 -1.2380
S1 0.1547 0.2362 -2.1602
P1 1.8123 -0.7278 -3.2454
C5 3.0081 0.6565 -3.3849
C6 2.4161 -1.6243 -1.7701
H1 0.1984 2.4399 1.7449
H2 -0.3068 3.9669 1.0084
H3 1.2745 3.2904 0.6500
H4 -0.9501 1.4157 0.0492
H5 -1.7791 2.5641 -2.0208
H6 -2.1660 3.4962 -0.5786
H7 -0.8209 3.9912 -1.6003
H8 1.5700 1.3104 -0.6701
H9 1.0684 2.4320 -1.9595
H10 -0.4325 0.8320 -3.2066
H11 3.0793 0.9530 -4.4328
H12 2.7708 1.5362 -2.7905
H13 3.9808 0.2833 -3.0561
H14 3.4857 -1.7829 -1.9310
H15 1.9302 -2.5984 -1.7045
H16 2.2846 -1.1097 -0.8175
C7 -2.9287 -3.4901 3.0706
C8 -1.6707 -2.6647 3.0579
C9 -1.7774 -1.2441 2.5340
O1 -0.4667 -1.0153 1.9825
C10 0.0700 -2.2223 1.6686
O2 1.0996 -2.3709 1.0863
O3 -0.7063 -3.2112 2.1216
H17 -3.4900 -3.3003 3.9843
H18 -3.5644 -3.2690 2.2131
H19 -2.6708 -4.5474 3.0472
H20 -1.1861 -2.6614 4.0373
H21 -1.9839 -0.4908 3.2887
H22 -2.5120 -1.1852 1.7259

---

(7)
Formula: C22H33ClI2N4Si
Source: OMol25
Level of theory: ωB97M-V with the def2-TZVPD basis set

## Properties
molar mass = 670.88 Da
HOMO = -8.106 eV
electronic energy = -2422.05796 hartree
largest force on an atom = 2.72 eV Å⁻¹
orbital gap = 7.70 eV
lowest unoccupied orbital energy = -0.41 eV
charge = 0
SMILES string = CC[C@@H](Cl)[SiH2][C@@H](I)[C@H](C)I.c1cc[nH]c1.c1cc[nH]c1.c1cc[nH]c1.c1cc[nH]c1

Element x y z (Å)
C1 5.5613 -2.2078 6.3995
C2 4.3374 -1.5657 5.4574
C3 3.3351 -0.7277 6.4486
Cl1 4.4279 0.5560 7.3051
Si1 1.9520 0.2735 5.5593
C4 0.8421 -0.7466 4.3621
I1 2.0089 -1.4415 2.5928
C5 -0.0328 -1.9403 5.0665
C6 -1.0507 -1.4362 6.2604
I2 1.1399 -3.6300 5.8218
H1 5.2353 -2.2972 7.5372
H2 6.5119 -1.5393 6.2622
H3 5.7705 -3.3108 6.0251
H4 3.8452 -2.4896 4.9259
H5 4.8561 -0.9192 4.6312
H6 2.8703 -1.3629 7.3273
H7 1.0298 0.9414 6.5082
H8 2.5793 1.3460 4.7551
H9 0.0493 0.0193 3.9044
H10 -0.7381 -2.3825 4.2108
H11 -0.5033 -0.9585 7.1800
H12 -1.8266 -0.6861 5.7686
H13 -1.6012 -2.4165 6.6592
N1 0.5024 0.7810 -1.1306
C7 1.6195 0.3788 -0.4458
C8 2.7115 0.5715 -1.2622
C9 2.2369 1.1146 -2.4801
C10 0.8698 1.2361 -2.3702
H14 -0.4447 0.7480 -0.7763
H15 1.5418 -0.0106 0.5604
H16 3.7391 0.3465 -1.0077
H17 2.8288 1.3882 -3.3439
H18 0.1288 1.6052 -3.0666
N2 -2.3660 4.8413 -4.9426
C11 -2.0682 5.0572 -3.6223
C12 -2.1263 3.8463 -2.9693
C13 -2.4653 2.8645 -3.9308
C14 -2.6045 3.5062 -5.1411
H19 -2.4031 5.5551 -5.6586
H20 -1.8427 6.0517 -3.2611
H21 -1.9430 3.6870 -1.9146
H22 -2.5934 1.8036 -3.7590
H23 -2.8534 3.1282 -6.1237
N3 1.9595 -4.5179 0.0917
C15 1.2967 -5.1038 -0.9551
C16 2.0848 -6.1231 -1.4409
C17 3.2619 -6.1569 -0.6556
C18 3.1566 -5.1568 0.2850
H24 1.6183 -3.7369 0.6369
H25 0.3242 -4.7453 -1.2649
H26 1.8382 -6.7730 -2.2705
H27 4.0962 -6.8378 -0.7641
H28 3.8299 -4.8452 1.0724
N4 -5.7874 3.9180 -6.3287
C19 -7.0907 4.3408 -6.2940
C20 -7.8265 3.5203 -7.1195
C21 -6.9367 2.5653 -7.6668
C22 -5.6849 2.8325 -7.1593
H29 -5.0213 4.3403 -5.8203
H30 -7.3819 5.1880 -5.6876
H31 -8.8895 3.6001 -7.3063
H32 -7.1827 1.7682 -8.3564
H33 -4.7323 2.3452 -7.3187

---

(8)
Formula: H34IO17
Source: OMol25
Level of theory: ωB97M-V with the def2-TZVPD basis set

## Properties
molar mass = 433.16 Da
HOMO = -6.054 eV
electronic energy = -1597.32632 hartree
largest force on an atom = 1.21 eV Å⁻¹
orbital gap = 8.25 eV
lowest unoccupied orbital energy = 2.20 eV
energy relative to the best compared isomer or geometry (same formula, charge and spin) = 0.0 kJ/mol
charge = -1

Element x y z (Å)
I1 -0.6223 0.1541 0.4407
O1 2.3743 1.0614 2.1381
H1 1.5254 0.9838 1.7028
H2 2.4537 0.2590 2.6540
O2 -2.9336 -1.9765 -1.3999
H3 -2.5989 -1.4042 -0.7095
H4 -2.3697 -1.7994 -2.1528
O3 -0.3002 4.7824 1.6870
H5 -0.7973 5.5770 1.4927
H6 -0.5554 4.5522 2.5804
O4 1.3440 -2.8514 -2.7116
H7 1.4613 -1.9077 -2.8205
H8 2.2343 -3.2009 -2.6725
O5 -0.6474 -4.8397 -1.8117
H9 0.1432 -5.3723 -1.7248
H10 -0.3239 -3.9441 -1.9087
O6 -1.6772 -0.4190 3.7605
H11 -1.2990 -1.2944 3.6775
H12 -1.2438 0.0952 3.0793
O7 1.1042 -3.4493 0.4768
H13 0.9422 -2.5551 0.7774
H14 0.2334 -3.8402 0.4060
O8 1.4095 0.1445 -2.7481
H15 1.3498 0.2981 -1.8052
H16 0.6615 0.6151 -3.1157
O9 0.2403 -3.6133 3.6104
H17 -0.2596 -3.7553 4.4142
H18 -0.1821 -4.1771 2.9624
O10 -2.3875 3.3998 -2.3525
H19 -2.1295 3.7443 -3.2075
H20 -1.7417 3.7592 -1.7442
O11 4.0903 -0.0430 -1.5324
H21 4.7337 -0.2065 -2.2220
H22 3.2806 0.1570 -2.0022
O12 2.2452 -1.5533 3.3292
H23 2.4659 -2.1210 2.5908
H24 1.6699 -2.0861 3.8781
O13 -4.3498 3.3909 -0.5261
H25 -3.9087 3.0358 -1.2978
H26 -4.5894 2.6206 -0.0109
O14 0.0769 3.5050 -0.6651
H27 -0.1183 2.5721 -0.5767
H28 -0.1110 3.8723 0.1986
O15 5.1183 0.3840 0.8777
H29 4.9820 0.4087 -0.0694
H30 4.2406 0.4742 1.2489
O16 -0.9498 1.1942 -3.5883
H31 -1.6290 1.5760 -4.1443
H32 -1.2174 1.4155 -2.6963
O17 -4.1220 0.7211 1.1835
H33 -4.0749 1.3018 1.9430
H34 -3.2412 0.3543 1.1068

---

(9)
Formula: C2H3NS3
Source: OMol25
Level of theory: ωB97M-V with the def2-TZVPD basis set

## Properties
molar mass = 137.25 Da
HOMO = -9.069 eV
electronic energy = -1327.27735 hartree
largest force on an atom = 1.57 eV Å⁻¹
orbital gap = 7.95 eV
lowest unoccupied orbital energy = -1.12 eV
energy relative to the best compared isomer or geometry (same formula, charge and spin) = 103.2 kJ/mol
charge = 0
SMILES string = S=C(S)/C=N/S

Element x y z (Å)
C1 -0.2176 -0.6251 0.0139
C2 1.2141 -0.2195 -0.0199
H1 -3.3123 0.8694 0.1005
H2 -0.3630 -1.7123 0.0159
H3 2.7355 1.5434 -0.0001
N1 -1.1184 0.2746 -0.0639
S1 -2.7538 -0.3678 -0.0166
S2 1.3822 1.5100 -0.0122
S3 2.4333 -1.2727 -0.0176

---

Q: Which of these has the highest charge?
A: C13H16Br2N2O2Rh